[1]
Density functional theory data (the ωB97M-V functional and the def2-TZVPD basis) for a molecular structure, C6H16BF4O11Zr in a non-equilibrium geometry.

Cartesian coordinates (Å):
Zr (0.71988, -0.51783, -0.35468)
F (3.13895, -4.20785, 1.22206)
F (1.07157, -5.09172, 1.63952)
F (1.26181, -3.16079, 0.42426)
F (1.63201, -3.08993, 2.62144)
O (0.69862, -0.92631, 1.79026)
O (1.74675, 1.39869, 0.46630)
O (-2.39721, 1.02172, -1.70299)
O (-0.62383, -0.24193, -2.13152)
O (-2.54683, 4.28879, 2.52646)
O (-0.94722, -1.96948, -0.11753)
O (1.79177, 0.68212, -1.99279)
O (-0.82085, 0.66481, 0.29542)
O (1.31650, -2.05704, -1.85029)
O (-4.13351, 4.88296, 0.21559)
O (2.80492, -1.04764, 0.16087)
C (-1.69424, 1.61644, 0.48399)
C (-3.46576, 3.84792, 0.33302)
C (-2.62553, 1.80676, -0.73182)
C (-1.78112, 2.41351, 1.60404)
C (-3.34579, 3.01434, -0.78585)
C (-2.58048, 3.55814, 1.52938)
B (1.80188, -3.94057, 1.50170)
H (1.00421, -1.68107, 2.36166)
H (-0.98085, -2.69042, 0.53507)
H (0.62108, -2.64872, -2.18304)
H (2.07342, -2.21311, -2.43243)
H (-3.82980, 3.27112, -1.71518)
H (-1.48834, 0.30155, -2.10978)
H (1.45067, 1.54429, -2.28616)
H (2.33078, 0.36339, -2.72985)
H (1.61820, 1.78764, 1.34512)
H (-1.07881, 2.27071, 2.41527)
H (2.51922, 1.85351, 0.10104)
H (0.34294, -0.25887, 2.39907)
H (3.10796, -0.88959, 1.06926)
H (-0.45416, -0.43717, -3.06288)
H (3.53754, -1.51561, -0.26793)
H (-1.79635, -2.00274, -0.58610)

## Properties
HOMO level: -10.108 eV
2S+1: 1
charge: +1
gap between HOMO and LUMO: 5.20 eV
F_max: 4.61 eV/A

***

[2]
Density functional theory data (the ωB97M-V functional and the def2-TZVPD basis) for 6 unconnected molecules or ions with the total composition C15H28N7O13 in a non-equilibrium geometry.

Cartesian coordinates (Å):
O (4.36624, 4.67251, -3.75753)
O (3.41996, 5.69396, -2.11586)
O (-0.10936, -4.77512, 2.65300)
O (0.00573, 1.54998, 1.34488)
O (-0.91499, -4.09119, -3.30746)
O (-3.52444, -1.46437, 2.13127)
O (-5.32190, 1.99268, 0.77960)
O (0.80797, -0.45183, 1.76942)
O (-3.83835, -0.76347, 4.13991)
O (-2.09243, -1.14110, -1.89027)
O (-3.35118, 1.89383, 1.64851)
O (1.77369, -3.99947, 1.95719)
O (-0.97433, -2.79722, -5.03058)
N (0.85737, -4.04703, 2.74514)
N (4.27936, 4.98350, -2.58906)
N (3.79802, 2.22421, 1.01721)
N (-4.53257, 2.14750, 1.68690)
N (-3.15629, -0.89830, 3.13530)
N (4.05965, -0.15473, -2.54971)
N (-1.42846, -3.66067, -4.31793)
C (1.20762, 1.69340, -1.12932)
C (3.31005, -0.25988, -1.67678)
C (3.20401, -1.31093, 0.51460)
C (-2.73555, -4.24405, -4.72222)
C (0.79330, 0.61137, 1.13515)
C (1.82794, 0.81132, -0.01645)
C (-1.78131, -0.32651, 3.13688)
C (0.15235, 0.98717, -1.98157)
C (5.30987, 4.45849, -1.65257)
C (2.91030, 1.62464, 0.56766)
C (-5.07287, 2.69653, 2.95924)
C (2.41244, -0.50216, -0.52655)
C (0.93053, -3.14227, 3.92332)
C (-1.68440, -0.30074, -0.80182)
C (-1.27193, 1.03484, -1.37795)
H (5.80994, 5.31485, -1.21023)
H (0.42968, -0.01954, -2.28053)
H (-0.89411, -0.78109, -0.22304)
H (-5.83378, 2.00762, 3.31301)
H (-1.61019, 0.14234, 4.09941)
H (6.00610, 3.84714, -2.21403)
H (2.54653, -2.02985, 0.98273)
H (-5.49847, 3.67088, 2.73860)
H (1.63428, -1.14772, -0.91704)
H (-3.01554, -4.99777, -3.99591)
H (-2.07039, -2.03694, -1.55191)
H (0.84737, 2.60171, -0.66400)
H (0.04928, -3.30270, 4.53398)
H (-4.25985, 2.77724, 3.67102)
H (-1.08015, -1.13331, 2.96909)
H (-3.45909, -3.43469, -4.74332)
H (0.96697, -2.11786, 3.54826)
H (4.79710, 3.86951, -0.89442)
H (3.99841, -1.87952, 0.03514)
H (3.66249, -0.69924, 1.28469)
H (-2.52968, -0.15045, -0.12916)
H (-1.72124, 0.40301, 2.33650)
H (1.83481, -3.39460, 4.46928)
H (-2.60678, -4.68039, -5.70805)
H (0.08777, 1.55693, -2.90858)
H (2.03490, 1.96170, -1.79198)
H (-1.95613, 1.23769, -2.20235)
H (-1.36442, 1.84677, -0.66838)

## Properties
HOMO level: -5.991 eV
2S+1: 1
charge: -1
gap between HOMO and LUMO: 8.30 eV
F_max: 1.49 eV/A

***

[3]
Density functional theory data (the ωB97M-V functional and the def2-TZVPD basis) for a molecular structure, C32H38ClN5O7SiZn in a non-equilibrium geometry.

Cartesian coordinates (Å):
Zn (-0.54336, -1.24437, 0.05742)
Cl (-7.99054, -1.40925, -0.80799)
Si (0.50004, 1.81885, -0.60183)
O (1.26065, -1.83811, -0.06213)
O (1.88630, 1.93591, 0.29745)
O (-0.14525, 0.40890, -0.78025)
O (-2.48587, -0.17514, 0.62203)
O (0.94081, 2.49666, -2.05953)
O (-1.74647, -2.21883, -1.21978)
O (-0.48365, 2.97764, 0.05381)
N (-0.87674, -4.29698, 5.57199)
N (-0.19465, -4.20143, 0.18755)
N (-2.20067, -0.21273, 5.81339)
N (-0.82561, -1.80579, 1.88050)
N (0.88906, -6.06904, -0.22084)
C (2.26794, -4.02065, -0.06629)
C (1.73772, 3.34121, 2.23442)
C (-3.97595, -1.53539, -0.64046)
C (-5.32265, -1.82369, -0.92982)
C (-4.75648, 0.38904, 0.65793)
C (4.69971, -4.09372, -0.19030)
C (-2.35383, 2.62447, -1.47281)
C (-2.96831, -2.32456, -1.26186)
C (0.99874, -4.71545, -0.02064)
C (-6.32326, -1.02770, -0.45511)
C (-1.63337, 3.56111, -0.50231)
C (-6.04328, 0.10744, 0.32549)
C (3.46526, 1.53002, 2.00549)
C (-0.44038, -6.39889, -0.12885)
C (3.47413, -4.72413, -0.11636)
C (4.73898, -2.70047, -0.19128)
C (-1.20574, 4.83758, -1.24463)
C (3.57811, -1.97864, -0.13283)
C (3.19715, 3.18597, -2.44486)
C (1.05627, 0.93007, 2.33948)
C (-3.63908, -0.43077, 0.23545)
C (2.01630, 1.92955, 1.70126)
C (-1.08431, -5.22347, 0.12390)
C (-1.81464, -1.05322, 5.12081)
C (2.07931, 2.20358, -2.82603)
C (-2.55160, 3.88898, 0.68121)
C (2.56553, 0.77249, -2.60396)
C (2.28528, -2.58175, -0.08198)
C (-1.07760, -3.31797, 4.98957)
C (-1.05635, -1.93711, 3.00622)
C (1.69230, 2.40147, -4.29913)
C (-1.33365, -2.10865, 4.34248)
H (3.34501, 3.11790, -1.37070)
H (2.96082, 0.68386, -1.59730)
H (3.59077, -0.89889, -0.12153)
H (1.72995, 0.08242, -2.67646)
H (-2.04953, 5.30775, -1.75054)
H (1.73270, 3.35168, 3.32327)
H (2.49163, 4.04066, 1.87213)
H (-2.04394, 4.57169, 1.36300)
H (3.64260, 0.51695, 1.65165)
H (5.61657, -4.66778, -0.24740)
H (-5.55707, -2.69809, -1.52468)
H (0.03041, 1.22738, 2.13497)
H (-2.58588, 1.69421, -0.96499)
H (-2.13580, -5.05351, 0.27239)
H (4.15316, 2.20430, 1.49446)
H (1.64960, -6.70065, -0.39215)
H (-0.78415, -7.40945, -0.25439)
H (0.90121, 1.70135, -4.55970)
H (-0.76252, 5.54400, -0.54305)
H (5.69357, -2.18696, -0.23561)
H (1.32985, 3.41762, -4.45733)
H (-4.52587, 1.23869, 1.28403)
H (3.65497, 1.57113, 3.07749)
H (4.12254, 2.93530, -2.96283)
H (3.33705, 0.50388, -3.32454)
H (-3.27184, 3.08713, -1.83952)
H (-6.85428, 0.74390, 0.65442)
H (-3.48534, 4.33824, 0.34291)
H (-0.45366, 4.54732, -1.97423)
H (3.47091, -5.81043, -0.07794)
H (0.76678, 3.64864, 1.85934)
H (1.20771, -0.04899, 1.89087)
H (-1.68853, 2.39414, -2.30215)
H (-2.76827, 2.96471, 1.21331)
H (-3.38350, -3.12833, -1.91690)
H (2.91174, 4.20623, -2.70038)
H (1.20030, 0.86050, 3.41744)
H (2.55405, 2.22840, -4.94336)

## Properties
HOMO level: -2.396 eV
2S+1: 1
charge: -2
gap between HOMO and LUMO: 6.46 eV
F_max: 1.86 eV/A

***

[4]
Density functional theory data (the ωB97M-V functional and the def2-TZVPD basis) for a molecular structure, C45H48AsN5O3Pm in a non-equilibrium geometry.

Cartesian coordinates (Å):
Pm (0.18353, 0.51168, 0.01249)
As (0.63382, 0.75673, -3.25240)
O (4.61487, 0.70849, -0.32452)
O (-0.07141, -3.08862, 2.64466)
O (-0.19682, 1.48662, -1.97049)
N (2.38990, 1.29301, -0.00725)
N (-2.49394, 0.94485, 0.03225)
N (-0.52665, -1.06259, 1.58194)
N (-2.61860, 0.23858, -1.20587)
N (1.77643, -1.20122, 0.37474)
C (-0.02326, -1.78403, -2.09915)
C (-4.01423, -0.09544, -1.61612)
C (0.14387, -3.14104, -1.87933)
C (0.15333, -2.22048, 1.82184)
C (-0.39556, 1.51650, 2.83353)
C (3.08263, 3.56885, -4.97040)
C (3.02280, -1.02024, -0.06750)
C (3.36565, 1.03654, 2.70400)
C (-3.86126, -0.95249, -2.86639)
C (4.35660, 3.23056, -4.52393)
C (3.43269, 0.44640, -0.19519)
C (-3.71916, -1.12158, 3.49872)
C (-0.33336, -0.13882, -5.78839)
C (3.12132, 3.51345, 2.87116)
C (3.46674, 1.33456, -3.34734)
C (-1.59148, -0.71486, 2.46245)
C (3.02308, 2.37062, 2.08845)
C (2.22366, -3.09408, -3.09594)
C (3.55657, -3.25672, 0.52953)
C (2.07295, -1.73406, -3.32144)
C (-2.59389, 0.95620, 3.88664)
C (2.61265, 2.49416, 0.74378)
C (1.99351, 2.79308, -4.60792)
C (2.30134, -3.38468, 1.10641)
C (-2.47713, 1.64669, -5.83471)
C (2.43242, 4.87822, 1.03337)
C (-3.67856, 0.12030, 4.11136)
C (-1.20462, -0.12624, -6.86729)
C (-4.70874, -0.88835, -0.52078)
C (2.33415, 3.75771, 0.20931)
C (-2.78393, -2.92349, 2.02824)
C (4.55023, 2.11604, -3.71890)
C (1.26594, -3.79296, -2.37151)
C (2.19597, 1.68357, -3.78890)
C (-1.55124, 0.55776, 3.06099)
C (-4.80082, 1.17540, -1.93749)
C (3.94193, -2.04542, -0.03736)
C (-1.61129, 1.63856, -4.74867)
C (0.95478, -1.07865, -2.81318)
C (-2.68719, -1.56265, 2.67008)
C (1.42908, -2.32100, 1.00427)
C (2.01466, 3.94532, -1.25344)
C (-2.27298, 0.76454, -6.88856)
C (2.81755, 4.76524, 2.35689)
C (-0.54689, 0.74548, -4.73760)
H (4.31574, 0.65477, 2.32011)
H (-3.82765, -3.22254, 1.92649)
H (-4.93051, -0.27827, 0.35910)
H (-0.52487, 2.41599, 3.42812)
H (-3.30836, 2.34083, -5.85900)
H (0.56654, 1.07008, 3.09224)
H (1.75100, 4.98447, -1.45267)
H (2.81930, -1.19581, -3.89258)
H (-0.60693, -3.69039, -1.32249)
H (2.00244, -4.25756, 1.67209)
H (4.95300, -1.85626, -0.37368)
H (-3.08173, 1.77154, 0.05994)
H (1.19348, 3.31986, -1.59074)
H (-4.30251, 1.75369, -2.72386)
H (-2.23057, 0.86144, -1.90213)
H (-2.95059, 0.76953, -7.73423)
H (2.88368, 3.69421, -1.86700)
H (-4.48480, 0.43667, 4.76139)
H (-0.94698, -1.30828, -1.77904)
H (-1.05232, -0.81212, -7.69171)
H (-4.83871, -1.16551, -3.30479)
H (2.93924, 4.43714, -5.60143)
H (2.89254, 5.64687, 2.98221)
H (-1.75556, 2.32332, -3.92164)
H (-5.65956, -1.27378, -0.89486)
H (1.00462, 3.05185, -4.95845)
H (-4.09629, -1.73705, -0.21288)
H (-0.34114, 1.88970, 1.81173)
H (-3.25875, -0.43955, -3.62376)
H (0.49443, -0.83775, -5.76790)
H (5.20492, 3.84215, -4.80810)
H (-4.92321, 1.81481, -1.05827)
H (-2.25996, -3.67189, 2.62287)
H (-4.56840, -1.77638, 3.66580)
H (2.21645, 5.85587, 0.61350)
H (-5.80305, 0.92455, -2.29138)
H (3.45751, 1.13032, 3.78557)
H (-2.31992, -2.92722, 1.03863)
H (5.53889, 1.85901, -3.35967)
H (4.26661, -4.07258, 0.59410)
H (3.63045, 0.48625, -2.70106)
H (2.60971, 0.27753, 2.49857)
H (1.39305, -4.85500, -2.19190)
H (3.09354, -3.60828, -3.48577)
H (-3.37716, -1.90264, -2.62433)
H (-2.55841, 1.93514, 4.35383)
H (3.43563, 3.41484, 3.90477)
H (-2.82070, 0.32797, 0.76658)

## Properties
HOMO level (spin up / spin down): -10.373 / -10.397 eV
<S²>: 6.0044
2S+1: 5
charge: +1
gap between HOMO and LUMO (spin up / spin down): 7.57 / 7.64 eV
F_max: 1.08 eV/A

***

[5]
Density functional theory data (the ωB97M-V functional and the def2-TZVPD basis) for 4 unconnected molecules or ions with the total composition C19H29Cl6NO3P2 in a non-equilibrium geometry.

Cartesian coordinates (Å):
Cl (1.98107, 1.49704, 5.86744)
Cl (2.58204, 5.61589, -7.59488)
Cl (1.20308, 1.18849, -3.49569)
Cl (2.88647, -0.32381, 3.13015)
Cl (-1.52516, -0.81103, -2.95823)
Cl (1.27844, 4.42537, -4.67416)
P (-3.03339, 0.02816, 0.96050)
P (-0.35597, 1.80815, 0.85606)
O (-3.37961, -3.68311, 0.82459)
O (0.53425, -5.30811, 0.78556)
O (-2.00495, -5.67351, 1.13741)
N (-1.49294, -4.54530, 1.81944)
C (3.93691, 0.72557, 4.11753)
C (-2.25749, -3.44134, 1.14852)
C (3.55044, 0.70547, 5.57873)
C (-1.38324, -0.83924, 0.94696)
C (-0.49052, 2.22501, -0.96000)
C (2.59234, 3.92880, -7.02245)
C (-0.18766, -4.43007, 1.14635)
C (0.08981, -2.90931, 1.01492)
C (-1.26276, -2.28996, 1.02147)
C (1.34541, 3.58283, -6.24106)
C (1.31945, -2.16901, 0.94304)
C (1.20017, -0.70293, 0.87311)
C (-0.12017, -0.06514, 0.88244)
C (-0.18667, -1.10144, -4.09701)
C (-3.46202, 0.20484, 2.80472)
C (1.13740, -0.59410, -3.56968)
C (1.18004, 2.65063, 1.55344)
C (-4.41738, -0.99486, 0.22546)
C (-2.94627, -0.98283, 3.70029)
H (-2.89184, 1.12309, 3.12770)
H (3.49183, -0.31209, 5.96324)
H (1.94343, -0.91114, -4.23239)
H (-0.13238, -2.17979, -4.25040)
H (3.49195, 3.77940, -6.42665)
H (-3.40853, -0.96730, 4.72802)
H (3.89180, 1.73319, 3.70504)
H (-3.15069, -1.97084, 3.22368)
H (2.66022, 3.29524, -7.90757)
H (0.52343, 2.30736, -1.46190)
H (2.09767, -0.05140, 0.85013)
H (2.28683, -2.70967, 0.97027)
H (-0.44444, -0.63460, -5.04709)
H (-4.54913, 0.44009, 2.90104)
H (0.44229, 3.83196, -6.79710)
H (4.29221, 1.24950, 6.16431)
H (-5.26862, -0.30147, 0.00430)
H (1.32913, 2.51373, -6.02523)
H (1.93890, 1.85761, 1.75697)
H (-1.83622, -0.85119, 3.83048)
H (-4.13084, -1.64389, -0.63363)
H (-1.10796, 3.13942, -1.13451)
H (-1.01177, 1.35787, -1.44974)
H (0.85865, 3.22093, 2.45463)
H (-4.79903, -1.69619, 1.02366)
H (1.51560, 3.39772, 0.78426)
H (4.95573, 0.35461, 3.99947)
H (-2.64431, -6.11303, 1.72551)
H (1.34492, -0.98025, -2.57149)

## Properties
HOMO level: -7.119 eV
2S+1: 1
charge: 0
gap between HOMO and LUMO: 6.80 eV
SMILES: CCP(C)c1c(P(C)C)ccc2c1C(=O)N(O)C2=O.ClCCCl.ClCCCl.ClCCCl
F_max: 3.28 eV/A

***

[6]
Density functional theory data (the ωB97M-V functional and the def2-TZVPD basis) for a molecular structure, C25H33O2Tc in a non-equilibrium geometry.

Cartesian coordinates (Å):
Tc (1.45576, -0.93152, 0.68592)
O (-0.00650, 0.85753, -2.45790)
O (-2.56559, 1.90715, -0.57149)
C (0.00604, -2.95076, 4.32795)
C (0.00134, 2.19129, -3.06064)
C (0.67413, -2.46190, 3.19690)
C (-2.01928, -1.89027, 3.51808)
C (1.29112, 2.30348, -3.86368)
C (-3.18957, -0.41380, -0.61188)
C (3.06083, -2.30926, 0.34999)
C (-3.72587, 1.03113, -0.50818)
C (-1.29040, -1.27111, 2.49863)
C (-1.23197, 1.93910, -3.96170)
C (2.98947, -0.03808, 1.81285)
C (-1.35905, -2.67756, 4.47464)
C (1.75932, -1.48630, -1.38291)
C (1.37262, 1.09202, 3.00990)
C (0.03355, -1.65261, 2.26195)
C (1.04199, -2.54718, -0.74233)
C (2.31061, 0.04656, 3.08393)
C (1.37942, 1.63321, 1.70206)
C (-1.53495, 1.12630, 0.12662)
C (3.01703, -1.34445, -0.71411)
C (-0.21852, 3.37341, -2.14458)
C (-1.04668, 0.49714, -3.49311)
C (-1.68090, -0.32951, -0.37677)
C (1.84238, -3.05039, 0.33476)
C (2.40627, 0.96025, 0.93260)
H (-4.40015, 1.27741, -1.35841)
H (-1.74296, 1.18410, 1.22290)
H (-4.23635, 1.18605, 0.46536)
H (-1.22936, -1.03919, 0.31268)
H (-1.00258, 2.21744, -5.00601)
H (0.07168, -2.92658, -1.03754)
H (2.62865, -0.49134, 3.97474)
H (2.84957, 1.37454, 0.02529)
H (1.41531, -0.92750, -2.23067)
H (-1.84637, -0.50763, 1.93219)
H (0.81843, 2.51433, 1.40231)
H (2.12619, 2.33146, -3.15364)
H (3.84233, -2.43538, 1.09265)
H (-3.31162, -0.71583, -1.64947)
H (0.71839, 3.57560, -1.61745)
H (-0.44894, 4.24213, -2.78482)
H (1.58829, -3.87103, 0.98903)
H (-3.10184, -1.71856, 3.55178)
H (-1.16260, -0.48626, -1.31764)
H (3.78387, -0.64105, -0.98381)
H (-2.15907, 2.37466, -3.56170)
H (1.73216, -2.69705, 3.08501)
H (0.56636, -3.54326, 5.05996)
H (-3.66784, -1.13471, 0.06119)
H (-1.06297, 3.22552, -1.45094)
H (1.41061, 1.44772, -4.54296)
H (-1.90243, -3.06952, 5.33405)
H (1.29847, 3.22840, -4.45871)
H (3.96542, -0.48718, 1.67789)
H (-1.93511, 0.04957, -3.01234)
H (0.78961, 1.46437, 3.84909)
H (-0.51884, 1.55954, -0.00414)
H (-0.64888, -0.16462, -4.29339)

## Properties
HOMO level (spin up / spin down): -10.718 / -11.365 eV
<S²>: 3.7918
2S+1: 4
charge: +1
gap between HOMO and LUMO (spin up / spin down): 7.79 / 4.55 eV
F_max: 3.53 eV/A